(1)
14
Properties=species:S:1:pos:R:3:lowdin_charge:R:1 method="wB97M-V/def2-TZVPD" smiles="C1=CC1.C=C=C" orbital_gap_ev=10.4 relative_energy_ev=3.953 total_energy_ha=-233.2417
C 1.097 -1.616 -0.394 0.005
C 1.352 -0.717 0.516 -0.199
C 1.506 0.266 1.360 -0.024
C -0.725 1.323 -0.335 -0.093
C -1.750 0.276 -0.016 -0.167
C -1.085 0.578 -1.328 -0.096
H 1.549 -2.603 -0.421 0.060
H 0.853 0.363 2.224 0.071
H 2.248 1.042 1.191 0.066
H -0.145 2.144 0.058 0.094
H -2.788 0.583 0.138 0.071
H -1.467 -0.618 0.553 0.071
H 0.375 -1.354 -1.169 0.046
H -1.018 0.333 -2.377 0.095

(2)
60
Properties=species:S:1:pos:R:3:lowdin_charge:R:1 method="wB97M-V/def2-TZVPD" smiles="CC(C)c1ccc(/C=N/Nc2cc(N3CCOCC3)nc(N3CCOCC3)n2)cc1" orbital_gap_ev=8.2 relative_energy_ev=2.498 total_energy_ha=-1335.3292
C 8.267 0.559 -1.424 -0.067
H 7.664 1.452 -1.570 0.073
H 8.044 -0.140 -2.227 0.082
H 9.316 0.840 -1.490 0.076
C 7.976 -0.079 -0.064 -0.393
C 6.550 -0.564 0.012 -0.216
C 5.479 0.312 -0.143 -0.028
C 4.178 -0.135 -0.069 -0.019
C 3.900 -1.484 0.167 -0.221
C 4.972 -2.363 0.325 -0.037
C 6.272 -1.905 0.247 -0.030
H 7.089 -2.603 0.372 0.111
H 4.780 -3.410 0.510 0.108
C 2.543 -1.970 0.248 -0.104
N 1.544 -1.192 0.090 0.052
N 0.310 -1.670 0.173 0.015
C -0.799 -0.883 0.005 -0.311
N -1.961 -1.525 0.136 0.164
C -3.052 -0.774 -0.027 -0.363
N -3.078 0.529 -0.298 0.169
C -1.906 1.165 -0.425 -0.280
N -1.974 2.480 -0.777 -0.070
C -3.252 3.162 -0.748 -0.130
C -3.390 3.938 0.566 -0.184
H -3.415 3.223 1.404 0.128
O -2.321 4.844 0.739 -0.134
C -1.078 4.179 0.718 -0.185
C -0.884 3.412 -0.598 -0.123
H 0.075 2.899 -0.596 0.109
H -0.906 4.121 -1.432 0.131
H -0.317 4.953 0.836 0.126
H -1.015 3.472 1.560 0.130
H -4.300 4.539 0.575 0.125
H -3.287 3.860 -1.591 0.129
H -4.040 2.417 -0.842 0.106
C -0.699 0.473 -0.275 0.038
H 0.275 0.914 -0.374 0.080
N -4.249 -1.385 0.117 -0.063
C -5.482 -0.664 -0.100 -0.137
H -5.660 -0.510 -1.173 0.132
C -6.630 -1.461 0.510 -0.189
H -6.465 -1.561 1.593 0.126
O -6.777 -2.742 -0.073 -0.135
C -5.558 -3.315 -0.513 -0.185
H -5.671 -4.397 -0.405 0.124
C -4.357 -2.816 0.283 -0.135
H -3.434 -3.273 -0.076 0.113
H -4.481 -3.072 1.343 0.130
H -5.407 -3.084 -1.578 0.127
H -7.581 -0.946 0.351 0.126
H -5.405 0.318 0.374 0.118
H 0.138 -2.658 0.370 0.153
H 2.406 -3.040 0.453 0.124
H 3.350 0.546 -0.191 0.104
H 5.666 1.360 -0.325 0.111
C 8.272 0.904 1.071 -0.065
H 9.316 1.207 1.044 0.076
H 7.653 1.793 0.982 0.075
H 8.070 0.441 2.035 0.082
H 8.637 -0.945 0.054 0.130

(3)
95
Properties=species:S:1:pos:R:3:lowdin_charge:R:1 method="wB97M-V/def2-TZVPD" multiplicity=5 orbital_gap_ev="8.9 / 9.1" relative_energy_ev=0.623 total_energy_ha=-3137.6624 charge=+2
Pm 0.169 -0.438 0.364 1.698
C 2.365 3.499 3.250 -0.006
N 1.842 2.692 2.138 -0.101
C 2.844 1.873 1.455 -0.041
C 0.611 2.940 1.623 -0.390
N 0.061 2.149 0.747 -0.030
C -1.025 2.750 -0.072 -0.196
C -1.781 1.759 -0.945 -0.221
N -0.930 0.742 -1.601 -0.270
C 0.055 1.359 -2.521 -0.148
C 1.442 1.497 -1.941 -0.233
N 1.978 0.195 -1.500 0.004
C 3.002 -0.260 -2.192 -0.365
N 3.533 -1.488 -1.989 -0.115
C 2.861 -2.500 -1.211 -0.058
C 4.929 -1.796 -2.316 -0.018
N 3.636 0.517 -3.148 -0.187
C 4.256 1.774 -2.753 -0.044
C 4.044 -0.040 -4.432 -0.046
C -1.768 -0.239 -2.333 -0.170
C -1.056 -1.566 -2.438 -0.227
N -0.990 -2.167 -1.089 -0.043
C -1.352 -3.446 -0.993 -0.389
N -1.226 -4.341 -2.012 -0.134
C -2.206 -5.403 -2.262 -0.025
C -0.123 -4.298 -2.961 -0.034
N -1.968 -3.886 0.128 -0.137
C -2.844 -3.008 0.901 -0.052
C -1.770 -5.236 0.661 -0.034
N -0.052 4.096 2.067 -0.198
C -0.673 4.108 3.382 -0.059
C 0.380 5.381 1.525 -0.045
H 3.364 3.136 3.477 0.100
H 1.769 3.394 4.152 0.088
H 2.440 4.553 2.986 0.089
H 3.242 1.102 2.110 0.084
H 3.669 2.516 1.143 0.108
H 2.445 1.410 0.569 0.027
H -0.591 3.515 -0.725 0.123
H -1.757 3.268 0.544 0.097
H -2.324 2.338 -1.700 0.143
H -2.530 1.229 -0.369 0.041
H -0.303 2.343 -2.842 0.139
H 0.127 0.739 -3.414 0.127
H 1.431 2.171 -1.092 0.083
H 2.049 1.963 -2.712 0.100
H 1.791 -2.343 -1.218 0.037
H 3.213 -2.507 -0.183 0.073
H 3.058 -3.482 -1.644 0.111
H 5.014 -2.409 -3.213 0.100
H 5.364 -2.344 -1.480 0.102
H 5.502 -0.886 -2.449 0.088
H 3.899 2.078 -1.769 0.083
H 4.018 2.570 -3.462 0.102
H 5.345 1.676 -2.706 0.099
H 3.559 -1.001 -4.595 0.097
H 5.128 -0.180 -4.501 0.090
H 3.741 0.630 -5.239 0.098
H -2.036 0.148 -3.320 0.140
H -2.687 -0.395 -1.774 0.124
H -0.060 -1.413 -2.866 0.100
H -1.612 -2.194 -3.133 0.125
H -3.124 -5.204 -1.718 0.096
H -1.829 -6.389 -1.985 0.097
H -2.438 -5.415 -3.327 0.100
H 0.600 -3.557 -2.660 0.058
H -0.471 -4.062 -3.968 0.101
H 0.369 -5.271 -2.992 0.105
H -3.432 -2.371 0.243 0.093
H -2.308 -2.386 1.610 0.004
H -3.529 -3.636 1.470 0.105
H -2.641 -5.875 0.512 0.096
H -1.580 -5.167 1.733 0.088
H -0.904 -5.699 0.196 0.100
H -0.765 3.089 3.765 0.086
H -1.673 4.543 3.335 0.096
H -0.094 4.683 4.110 0.090
H 1.026 5.230 0.659 0.099
H 0.940 5.967 2.264 0.085
H -0.475 5.977 1.200 0.096
C 1.278 -0.687 2.788 -0.237
C 0.140 -1.441 3.112 -0.200
C 0.161 -2.621 2.346 -0.158
C 1.327 -2.610 1.562 -0.217
C 2.023 -1.417 1.831 -0.298
H 1.597 0.210 3.297 0.100
H -0.588 -1.187 3.864 0.098
H -0.531 -3.447 2.426 0.089
H 1.685 -3.438 0.974 0.103
H 3.025 -1.186 1.512 0.101
Cl -2.240 0.188 1.973 0.625
C -3.204 1.508 2.756 -0.879
Cl -4.293 2.318 1.668 0.635
H -2.493 2.214 3.156 -0.006
H -3.770 1.009 3.528 0.044

(4)
106
Properties=species:S:1:pos:R:3:lowdin_charge:R:1 method="wB97M-V/def2-TZVPD" orbital_gap_ev=7.8 total_energy_ha=-1487.4873 charge=+1
C -2.129 0.393 3.038 -0.124
C -1.479 1.826 2.487 -0.229
C -1.143 2.879 3.708 -0.167
C 0.410 3.492 3.622 -0.142
N 1.257 2.574 4.476 0.109
C 2.321 1.936 3.888 -0.137
N 2.856 1.910 2.476 0.036
C 3.160 0.413 2.263 -0.090
C 3.054 -0.293 3.772 -0.147
F 1.577 -0.593 3.837 -0.106
N 3.318 0.990 4.588 0.094
H -2.893 -0.013 2.216 0.072
H -2.770 0.531 4.020 0.087
H -1.297 -0.405 3.267 0.066
H -0.533 1.653 1.793 0.109
H -2.316 2.319 1.794 0.114
H -1.845 3.818 3.696 0.125
H -1.177 2.265 4.717 0.113
H 0.394 4.569 4.137 0.151
H 0.796 3.555 2.514 0.143
H 1.059 2.430 5.509 0.198
H 3.827 2.300 2.428 0.103
H 4.178 0.187 1.687 0.161
H 2.227 -0.061 1.704 0.129
H 3.760 -1.190 4.019 0.184
H 2.867 0.960 5.533 0.125
C 1.083 -2.863 1.640 -0.121
C 0.485 -2.993 0.247 -0.262
C -1.043 -2.902 0.236 -0.225
C -1.771 -4.004 1.013 -0.224
C -1.456 -5.434 0.566 -0.266
C -1.868 -5.715 -0.872 -0.110
H 0.754 -3.670 2.300 0.076
H 2.175 -2.904 1.586 0.071
H 0.802 -1.907 2.095 0.037
H 0.817 -3.933 -0.208 0.104
H 0.887 -2.190 -0.381 0.103
H -1.387 -2.901 -0.805 0.102
H -1.343 -1.931 0.651 0.092
H -2.850 -3.834 0.925 0.108
H -1.540 -3.912 2.081 0.100
H -1.993 -6.129 1.222 0.108
H -0.391 -5.650 0.693 0.100
H -2.942 -5.554 -1.008 0.081
H -1.648 -6.756 -1.129 0.078
H -1.329 -5.079 -1.580 0.049
C -0.425 -3.305 -4.961 -0.114
C -1.354 -4.496 -5.138 -0.269
C -0.733 -5.818 -4.681 -0.230
C 0.517 -6.257 -5.453 -0.228
C 0.330 -6.408 -6.965 -0.273
C -0.682 -7.481 -7.338 -0.115
H 0.483 -3.406 -5.563 0.067
H -0.929 -2.385 -5.273 0.071
H -0.134 -3.192 -3.912 0.065
H -1.670 -4.562 -6.185 0.101
H -2.264 -4.318 -4.554 0.103
H -1.495 -6.605 -4.745 0.105
H -0.472 -5.739 -3.619 0.088
H 0.861 -7.212 -5.040 0.110
H 1.328 -5.542 -5.270 0.100
H 1.297 -6.674 -7.409 0.106
H 0.038 -5.453 -7.413 0.098
H -0.380 -8.455 -6.942 0.077
H -0.754 -7.566 -8.427 0.072
H -1.680 -7.246 -6.958 0.066
C 6.095 7.790 -0.667 -0.113
C 6.354 7.624 0.822 -0.273
C 7.321 6.482 1.142 -0.225
C 6.843 5.084 0.733 -0.223
C 5.504 4.651 1.336 -0.276
C 5.534 4.559 2.854 -0.116
H 5.623 6.902 -1.098 0.065
H 5.423 8.637 -0.840 0.074
H 7.028 7.982 -1.206 0.080
H 5.403 7.480 1.347 0.096
H 6.779 8.558 1.208 0.109
H 7.535 6.494 2.218 0.102
H 8.279 6.678 0.645 0.114
H 7.613 4.358 1.019 0.111
H 6.769 5.029 -0.359 0.105
H 5.246 3.664 0.933 0.092
H 4.704 5.329 1.023 0.102
H 6.294 3.845 3.186 0.082
H 4.563 4.218 3.228 0.041
H 5.744 5.528 3.315 0.075
C -4.995 -0.538 -0.237 -0.109
C -5.750 0.326 0.761 -0.279
C -7.004 0.974 0.169 -0.224
C -6.755 1.948 -0.988 -0.225
C -5.818 3.116 -0.667 -0.275
C -6.356 4.030 0.424 -0.117
H -4.627 0.049 -1.084 0.070
H -4.128 -1.000 0.246 0.047
H -5.634 -1.338 -0.621 0.081
H -5.079 1.090 1.168 0.083
H -6.050 -0.302 1.608 0.108
H -7.545 1.491 0.971 0.103
H -7.679 0.184 -0.185 0.113
H -7.720 2.347 -1.319 0.112
H -6.348 1.399 -1.846 0.102
H -5.678 3.709 -1.578 0.107
H -4.827 2.747 -0.384 0.089
H -7.325 4.450 0.138 0.079
H -5.663 4.861 0.593 0.068
H -6.474 3.501 1.375 0.064

(5)
50
Properties=species:S:1:pos:R:3:lowdin_charge:R:1 method="wB97M-V/def2-TZVPD" multiplicity=5 orbital_gap_ev="8.1 / 7.5" total_energy_ha=-2346.4884 charge=+3
Fe -0.060 0.376 0.129 0.934
C 1.594 -0.244 2.586 -0.072
N 0.264 0.393 2.363 -0.083
C 0.140 1.788 2.857 -0.073
C 0.013 2.761 1.725 -0.282
N -0.123 2.387 0.464 0.049
C -0.190 3.565 -0.288 -0.219
C -0.261 3.764 -1.665 -0.033
C -0.280 5.070 -2.113 -0.053
C -0.223 6.154 -1.221 -0.037
C -0.130 5.967 0.143 0.026
C -0.112 4.649 0.582 -0.159
N 0.020 4.092 1.854 0.208
C 2.382 -0.351 1.316 -0.283
N 1.820 -0.250 0.119 0.027
C 2.833 -0.500 -0.819 -0.204
C 2.806 -0.513 -2.210 -0.015
C 3.995 -0.789 -2.854 -0.044
C 5.178 -1.040 -2.142 -0.033
C 5.215 -1.023 -0.763 0.024
C 4.013 -0.748 -0.124 -0.156
N 3.681 -0.637 1.228 0.212
H 2.159 0.283 3.357 0.141
H 1.424 -1.257 2.959 0.151
H -0.404 -0.172 2.873 0.130
H -0.742 1.863 3.497 0.149
H 0.996 2.055 3.480 0.142
H -0.248 2.936 -2.366 0.104
H -0.311 5.271 -3.175 0.119
H -0.232 7.160 -1.617 0.126
H -0.062 6.804 0.825 0.132
H 0.128 4.604 2.718 0.193
H 1.899 -0.325 -2.771 0.106
H 4.021 -0.817 -3.935 0.121
H 6.084 -1.253 -2.692 0.126
H 6.129 -1.216 -0.217 0.131
H 4.309 -0.784 2.005 0.194
N -4.758 1.374 -2.977 0.215
C -4.154 0.496 -1.907 -0.114
C -2.683 0.843 -1.657 -0.214
N -2.072 -0.066 -0.654 -0.020
H -5.748 1.142 -3.117 0.191
H -4.297 1.256 -3.885 0.185
H -4.717 2.370 -2.736 0.185
H -4.275 -0.531 -2.251 0.147
H -4.763 0.638 -1.015 0.147
H -2.572 1.870 -1.303 0.115
H -2.110 0.749 -2.582 0.133
H -2.082 -1.021 -1.013 0.118
H -2.655 -0.092 0.183 0.113

Please write out number 1 again, unchanged.
14
Properties=species:S:1:pos:R:3:lowdin_charge:R:1 method="wB97M-V/def2-TZVPD" smiles="C1=CC1.C=C=C" orbital_gap_ev=10.4 relative_energy_ev=3.953 total_energy_ha=-233.2417
C 1.097 -1.616 -0.394 0.005
C 1.352 -0.717 0.516 -0.199
C 1.506 0.266 1.360 -0.024
C -0.725 1.323 -0.335 -0.093
C -1.750 0.276 -0.016 -0.167
C -1.085 0.578 -1.328 -0.096
H 1.549 -2.603 -0.421 0.060
H 0.853 0.363 2.224 0.071
H 2.248 1.042 1.191 0.066
H -0.145 2.144 0.058 0.094
H -2.788 0.583 0.138 0.071
H -1.467 -0.618 0.553 0.071
H 0.375 -1.354 -1.169 0.046
H -1.018 0.333 -2.377 0.095